# 1
Molecular formula: C18H20Cl2N3O3ReSi
Method: DFT, wB97M-V/def2-TZVPD

Summary:
Energy above the lowest of the compared OMol25 structures with the same formula, charge and spin in kJ/mol: 199.1
Charge: +1
<S²>: 3.78
2S+1: 4
E_LUMO (spin up / spin down) in eV: -3.832 / -4.521

Last column: Löwdin charge in e.
Geometry (Å):
Re -0.5716 -0.3216 -0.2560  1.47
Cl 0.2390 1.8554 4.1865  0.76
C 0.0982 0.1795 3.8481  -0.58
C 0.2047 -0.7592 4.8958  -0.09
C 0.1022 -2.0989 4.6623  -0.60
Cl 0.2482 -3.2173 5.9680  0.75
C -0.1257 -2.5803 3.3479  -0.16
C -0.2547 -3.9324 2.9730  0.03
C -0.4870 -4.2602 1.6589  -0.01
C -0.5804 -3.2507 0.7016  -0.08
N -0.4532 -1.9678 1.0197  -0.07
C -0.2307 -1.6201 2.3303  -0.16
C -0.1112 -0.2346 2.5580  -0.38
O -0.2166 0.5744 1.4977  -0.27
H 0.3725 -0.3995 5.9018  0.12
H -0.1689 -4.7015 3.7292  0.11
H -0.5978 -5.2890 1.3496  0.12
H -0.7577 -3.4733 -0.3438  0.12
O -2.2350 -1.7730 -3.6096  0.06
N -1.7074 -0.9121 -3.0196  -0.14
O -1.2611 -1.3422 -1.7861  -0.41
C -2.3115 5.1640 -3.0428  -0.02
C -1.8746 3.8731 -2.4251  -0.22
C -2.5200 3.3308 -1.3161  0.01
C -2.0704 2.1521 -0.7690  -0.09
N -1.0175 1.4751 -1.2677  -0.12
C -0.3937 1.9861 -2.3426  -0.11
C -0.7867 3.1619 -2.9320  0.01
H -3.3057 5.4521 -2.7098  0.09
H -2.3067 5.0902 -4.1297  0.09
H -1.6152 5.9574 -2.7637  0.10
H -3.3760 3.8229 -0.8745  0.13
H -2.5665 1.7305 0.0972  0.12
H 0.4340 1.4129 -2.7386  0.10
H -0.2476 3.5209 -3.7988  0.13
C 2.0436 -1.1199 -2.4843  -0.21
Si 1.8618 -0.5946 -0.6972  0.47
C 2.6655 -1.9057 0.3623  -0.19
C 2.6210 1.0657 -0.3020  -0.20
H 3.0768 -0.9479 -2.8026  0.04
H 1.3859 -0.5996 -3.1827  0.01
H 1.8416 -2.1889 -2.5753  0.04
H 3.7467 -1.8398 0.2074  0.05
H 2.3544 -2.9125 0.0766  0.03
H 2.4802 -1.7754 1.4311  0.03
H 3.6432 1.1011 -0.6897  0.04
H 2.6633 1.2047 0.7799  0.04
H 2.0685 1.9072 -0.7236  0.02

***

# 2
Molecular formula: C18H20Cl2N9STl
Method: DFT, wB97M-V/def2-TZVPD

Summary:
Energy above the lowest of the compared OMol25 structures with the same formula, charge and spin in kJ/mol: 37.7
Charge: -2
E_LUMO in eV: 4.353

Last column: Löwdin charge in e.
Geometry (Å):
Tl 2.0274 0.2340 0.5387  0.51
N 4.5685 -2.2416 6.5024  -0.02
C 3.9197 -2.6539 5.3267  -1.02
S 4.7272 -3.8253 4.3782  0.30
N 2.7779 -2.0300 5.1554  -0.08
N 2.1260 -2.2663 3.9794  0.01
C 0.8986 -1.9305 4.0125  -0.17
C -0.0264 -2.0749 2.8740  -0.29
C -1.3906 -2.2010 3.1551  -0.05
C -2.2946 -2.3480 2.1193  -0.08
C -1.8168 -2.3877 0.8157  -0.07
C -0.4524 -2.2365 0.6234  -0.16
N 0.4234 -2.0566 1.6103  0.07
H 5.5619 -2.3956 6.4493  0.02
H 4.2931 -1.3076 6.7753  0.05
H 0.4658 -1.5404 4.9394  0.10
H -1.7245 -2.1594 4.1846  0.10
H -3.3572 -2.4093 2.3226  0.10
H -2.4801 -2.4853 -0.0336  0.10
H -0.0371 -2.2276 -0.3787  0.09
C 0.7344 2.9053 -3.2048  -0.07
C 0.2349 2.5166 -4.5946  -0.41
C 1.3960 2.3855 -5.5773  -0.09
C -0.6241 1.2497 -4.5637  -0.15
N 0.0837 0.0775 -4.0845  -0.12
C 0.3836 -0.2656 -2.8349  -0.23
N 1.1566 -1.3411 -2.8820  0.02
N 1.2979 -1.6269 -4.2014  -0.08
N 0.5915 -0.8379 -4.9243  0.00
H 1.1875 3.8986 -3.2308  0.07
H 1.4934 2.2071 -2.8496  0.07
H -0.0608 2.8967 -2.4569  0.07
H -0.4347 3.3054 -4.9573  0.13
H 2.0698 1.5831 -5.2714  0.07
H 1.9764 3.3103 -5.6103  0.07
H 1.0508 2.1549 -6.5878  0.07
H -0.9739 1.0066 -5.5682  0.12
H -1.4818 1.4028 -3.9123  0.05
H 0.0822 0.2322 -1.8788  0.00
Cl 0.2310 1.4410 2.8214  0.56
C -1.2375 1.4031 1.8543  -0.60
C -2.4145 1.5924 2.5398  -0.19
C -3.6494 1.5175 1.8944  -0.17
C -3.6391 1.2516 0.5263  -0.19
C -2.4538 1.0711 -0.1421  -0.59
Cl -2.5610 0.6197 -1.8416  0.67
C -1.1078 1.1289 0.4264  -0.58
N -0.0332 0.8865 -0.2549  -0.23
H -2.3643 1.7664 3.6086  0.08
H -4.5769 1.6485 2.4362  0.07
H -4.5667 1.1563 -0.0280  0.08

***

# 3
Molecular formula: C18H20F3N5O3
Method: DFT, wB97M-V/def2-TZVPD

Summary:
SMILES: COCCNc1nc2c(c(=O)n(C)c(=O)n2C)n1Cc1cccc(C(F)(F)F)c1
E_LUMO in eV: 0.544

Last column: Löwdin charge in e.
Geometry (Å):
C 1.5791 -2.6376 3.9423  -0.10
O 1.7494 -1.6181 2.9905  -0.21
C 1.3645 -0.3392 3.4485  -0.21
C 1.6611 0.6482 2.3171  -0.15
N 1.0355 0.1936 1.0993  0.10
C -0.0242 0.8193 0.5539  -0.32
N -0.3546 2.0837 0.7972  0.20
C -1.3982 2.3299 -0.0258  -0.22
C -1.7169 1.2163 -0.7824  -0.07
C -2.7582 1.2041 -1.7461  -0.37
O -3.0864 0.2703 -2.4636  0.05
N -3.4086 2.4444 -1.7991  0.03
C -4.5075 2.5844 -2.7396  -0.01
C -3.1256 3.5776 -1.0551  -0.44
O -3.7655 4.5983 -1.1973  0.07
N -2.0852 3.4946 -0.1501  0.01
C -1.7282 4.6424 0.6530  -0.01
N -0.8133 0.2356 -0.3877  0.05
C -0.8260 -1.1401 -0.8261  -0.06
C 0.5256 -1.5862 -1.3153  -0.20
C 1.1581 -0.8988 -2.3447  -0.01
C 2.4145 -1.2814 -2.7785  -0.05
C 3.0594 -2.3559 -2.1901  -0.01
C 2.4289 -3.0441 -1.1627  -0.11
C 3.1143 -4.2254 -0.5367  -0.59
F 4.4386 -4.0477 -0.4116  0.14
F 2.9557 -5.3472 -1.2671  0.14
F 2.6515 -4.5130 0.6899  0.13
C 1.1671 -2.6677 -0.7263  0.02
H 2.1844 -2.4510 4.8366  0.09
H 1.9069 -3.5589 3.4652  0.08
H 0.5277 -2.7299 4.2419  0.09
H 1.9262 -0.0645 4.3524  0.13
H 0.2903 -0.3330 3.6918  0.13
H 1.2833 1.6430 2.5504  0.12
H 2.7427 0.6883 2.1571  0.13
H 1.1264 -0.8004 0.9471  0.11
H -5.4220 2.8398 -2.2051  0.10
H -4.6193 1.6325 -3.2535  0.09
H -4.2872 3.3793 -3.4517  0.10
H -0.6816 4.8940 0.4848  0.09
H -1.8707 4.4129 1.7090  0.09
H -2.3723 5.4678 0.3565  0.09
H -1.5645 -1.1941 -1.6338  0.13
H -1.1610 -1.7862 -0.0050  0.14
H 0.6558 -0.0613 -2.8051  0.13
H 2.8961 -0.7426 -3.5793  0.11
H 4.0417 -2.6583 -2.5181  0.12
H 0.6923 -3.2176 0.0733  0.13

***

# 4
Molecular formula: C18H20I2N2OSiZn
Method: DFT, wB97M-V/def2-TZVPD

Summary:
E_LUMO in eV: -0.008

Last column: Löwdin charge in e.
Geometry (Å):
Zn 0.6640 -0.7791 -0.8816  0.66
I 6.9112 -0.8225 3.2482  0.84
C 5.3859 -1.0177 1.8304  -0.75
C 5.6790 -0.9080 0.4790  -0.23
C 4.6575 -1.0448 -0.4424  -0.64
I 5.0645 -0.8470 -2.4816  0.90
C 3.3235 -1.3150 -0.0692  -0.44
O 2.3970 -1.4981 -0.9755  -0.24
C 3.0585 -1.3885 1.3199  -0.18
C 1.6506 -1.6091 1.8110  -0.13
N 0.7305 -0.5613 1.3038  -0.09
C 1.1163 0.8036 1.6775  -0.12
C 0.8376 1.8024 0.5776  -0.24
C 0.5580 3.1313 0.8517  -0.01
C 0.3995 4.0144 -0.2020  -0.04
C 0.5209 3.5486 -1.5016  -0.04
C 0.7819 2.2059 -1.6925  -0.09
N 0.9399 1.3540 -0.6763  0.06
C 4.0864 -1.2439 2.2443  -0.13
H 6.6886 -0.7120 0.1460  0.08
H 1.6544 -1.6325 2.9044  0.12
H 1.2619 -2.5661 1.4576  0.13
H -0.2172 -0.7548 1.6066  0.12
H 2.1971 0.8080 1.8380  0.13
H 0.6505 1.1301 2.6097  0.13
H 0.4674 3.4642 1.8775  0.12
H 0.1784 5.0567 -0.0113  0.11
H 0.4035 4.2066 -2.3507  0.11
H 0.8674 1.7856 -2.6868  0.12
H 3.8580 -1.3090 3.3019  0.10
C -4.7063 0.6126 -0.2077  -0.20
Si -4.2354 -0.9179 -1.1709  0.38
C -4.8544 -2.4217 -0.2617  -0.19
C -4.9129 -0.8104 -2.9011  -0.19
C -2.4079 -0.9899 -1.2602  -0.25
C -1.1889 -1.0314 -1.3169  -0.18
H -5.7922 0.7281 -0.1486  0.03
H -4.2933 1.5083 -0.6779  0.03
H -4.3165 0.5548 0.8117  0.03
H -5.9468 -2.4607 -0.2465  0.03
H -4.5018 -2.3893 0.7721  0.03
H -4.4847 -3.3437 -0.7150  0.03
H -6.0057 -0.8068 -2.9135  0.03
H -4.5640 -1.6472 -3.5098  0.03
H -4.5617 0.1130 -3.3678  0.03

***

# 5
Molecular formula: C18H20LiN3O4S
Method: DFT, wB97M-V/def2-TZVPD

Summary:
Energy above the lowest of the compared OMol25 structures with the same formula, charge and spin in kJ/mol: 0.0
E_LUMO in eV: -0.944

Last column: Löwdin charge in e.
Geometry (Å):
Li 0.3813 -0.1260 -0.0145  0.58
C 2.9416 -3.5650 2.9336  -0.10
C 3.0571 -2.2575 2.4123  -0.11
C 1.9956 -1.6900 1.7649  -0.09
C 0.7515 -2.3617 1.5750  -0.25
C -0.3422 -1.7283 0.8691  -0.17
C -1.4851 -2.4988 0.7767  -0.19
C -1.6047 -3.8055 1.3159  -0.11
C -0.5562 -4.3876 1.9657  -0.07
C 0.6592 -3.6777 2.1150  -0.19
C 1.7702 -4.2508 2.7891  -0.05
H 3.7804 -4.0139 3.4526  0.09
H 3.9833 -1.7087 2.5335  0.09
H 2.1109 -0.6718 1.3978  0.08
H -2.3601 -2.0986 0.2680  0.06
H -2.5364 -4.3522 1.2034  0.09
H -0.6380 -5.3893 2.3757  0.10
H 1.6713 -5.2528 3.1956  0.11
C 7.5803 2.6656 -2.0127  -0.11
C 6.7270 2.5123 -3.2677  -0.30
S 5.0125 2.5963 -2.8304  0.64
O 4.7014 3.9499 -2.4302  -0.31
O 4.7091 1.5075 -1.9327  -0.30
C 4.1728 2.2992 -4.3733  -0.21
C 2.6694 2.5348 -4.2375  -0.12
N 1.9878 1.5044 -3.4431  0.06
C 1.5286 1.6351 -2.1798  -0.32
N 0.9778 0.5009 -1.7502  0.05
C 1.0751 -0.3980 -2.7679  -0.01
C 1.6934 0.2005 -3.8151  -0.13
N 1.9884 -0.3818 -5.0888  -0.33
O 2.5485 0.3171 -5.9228  0.07
O 1.6131 -1.5165 -5.2716  0.12
C 1.6288 2.8616 -1.3419  0.02
H 8.6338 2.6112 -2.2822  0.08
H 7.3648 1.8719 -1.2989  0.08
H 7.3966 3.6262 -1.5329  0.08
H 6.8689 1.5455 -3.7550  0.11
H 6.8896 3.3166 -3.9874  0.11
H 4.3977 1.2823 -4.6909  0.10
H 4.5883 3.0068 -5.0932  0.12
H 2.2298 2.5487 -5.2261  0.13
H 2.4889 3.4944 -3.7626  0.11
H 0.7052 -1.4091 -2.6980  0.14
H 1.6230 3.7788 -1.9244  0.08
H 2.5566 2.8437 -0.7706  0.09
H 0.7864 2.8812 -0.6540  0.09